1.
DFT (wB97M-V/def2-TZVPD) results for a structure of composition C6H5As2CuF20O4 at a distorted geometry.

Each line ends with the natural charge from an NBO analysis.
Atoms and positions in Å:
F1 -0.14518 4.39110 0.64554  -0.640
F2 -0.48776 5.90262 2.55937  -0.624
O1 -2.76568 -1.71697 -0.64317  -0.730
H1 0.86511 -2.34775 -3.08935  0.226
F3 -0.57991 0.76509 3.94256  -0.660
F4 -2.60329 -0.66986 4.34550  -0.624
O2 1.68055 -2.43259 -1.28209  -0.519
F5 1.98097 0.04340 -2.68335  -0.329
F6 1.52244 -1.08951 -5.26247  -0.328
F7 1.17458 -5.10477 1.10693  -0.313
C1 -3.36950 -0.58751 -0.63946  0.908
H2 2.42466 -3.19278 -3.06045  0.205
F8 3.57321 -1.94712 -5.16691  -0.303
F9 0.97000 6.70334 0.65797  -0.650
F10 2.85237 -4.25798 -1.04935  -0.334
F11 0.82310 -4.61580 -1.61148  -0.311
O3 -2.70320 0.46495 -0.84703  -0.801
C2 1.87645 -2.32952 -2.68318  -0.155
C3 2.74153 -1.06049 -4.68598  0.512
H3 -3.59354 -2.19227 -0.54154  0.487
As1 -0.71855 6.04939 0.79134  2.804
F12 -2.42144 5.46104 0.96999  -0.620
F13 -3.52460 1.07742 6.07932  -0.640
H4 2.97328 -0.03600 -4.97718  0.142
C4 1.17013 -3.84192 0.65356  0.505
F14 -1.31730 -0.02095 6.39105  -0.639
H5 0.14829 -3.46655 0.70861  0.170
C5 2.62012 -1.07050 -3.12969  0.612
F15 -0.85813 6.11199 -0.99689  -0.638
F16 3.78308 -0.97122 -2.52094  -0.309
F17 -1.24862 7.72909 0.87745  -0.630
C6 1.59507 -3.81611 -0.84266  0.844
Cu1 0.50041 0.64405 0.32900  0.901
O4 -4.53413 -0.57878 -0.28982  -0.772
As2 -2.06120 0.87045 5.01887  2.798
F18 1.89151 -3.01988 1.45705  -0.312
F19 -1.36339 2.36109 5.72951  -0.627
F20 -2.87161 1.79182 3.73932  -0.606

Summary:
Highest occupied orbital energy   -3.289 eV
E   -8642.1837 Eh
LUMO   1.453 eV
Charge   -2

=====

2.
DFT (wB97M-V/def2-TZVPD) results for the molecule C6H5BN2O3 at a distorted geometry.

Each line ends with the natural charge from an NBO analysis.
Atoms and positions in Å:
N1 0.01504 -0.83406 3.02051  -0.084
O1 -0.23644 0.21927 3.80915  -0.085
H1 -0.74650 2.84256 0.88286  0.231
C1 0.13306 -0.94145 0.46884  -0.153
C2 -0.67411 1.76918 0.69744  -0.192
O2 0.73139 0.02008 -2.94203  -0.905
B1 0.38886 -0.85013 -1.94173  1.109
C3 -0.12740 -0.40248 1.78601  0.052
O3 0.29095 -2.20151 -1.94738  -0.878
H2 0.29084 -2.59565 -2.82923  0.495
H3 0.42341 -1.96813 0.47525  0.234
C4 -0.37954 1.26726 -0.57477  -0.164
H4 1.33296 -0.25533 -3.71708  0.505
H5 -0.44754 1.83352 -1.48856  0.235
N2 -0.46209 1.31646 3.10313  -0.060
C5 -0.52685 0.90679 1.81667  0.034
C6 -0.00604 -0.12638 -0.61907  -0.375

Summary:
Highest occupied orbital energy   -8.968 eV
E   -591.7302 Eh
LUMO   -0.389 eV
SMILES   OB(O)c1ccc2nonc2c1

=====

3.
DFT (wB97M-V/def2-TZVPD) results for a cluster of 2 separate species, C6H5Cl2N in total at a distorted geometry.

Each line ends with the natural charge from an NBO analysis.
Atoms and positions in Å:
H1 2.56807 -0.51048 2.11059  0.230
H2 2.71891 -1.02184 0.43762  0.249
C1 -1.49459 0.64642 -0.59378  -0.666
Cl1 -0.31406 -1.40810 2.53679  0.095
Cl2 -2.77530 -1.22605 -2.22461  -0.061
C2 2.02493 -0.82278 1.24467  -0.529
C3 0.79901 -1.13869 1.32225  0.038
C4 -0.73829 -3.13447 -0.55757  0.182
H3 -1.50486 1.28698 -1.51455  0.251
C5 -0.80352 -1.78592 -0.59045  -0.059
H4 -2.29926 0.99158 0.14588  0.249
N1 -0.79234 -4.25579 -0.34733  -0.252
C6 -1.54585 -0.81662 -0.91994  0.027
H5 -0.45733 0.66681 0.02347  0.244

Summary:
Highest occupied orbital energy (spin up / spin down)   -9.248 / -9.337 eV
E   -1206.5523 Eh
LUMO (spin up / spin down)   -1.588 / -1.093 eV

=====

4.
DFT (wB97M-V/def2-TZVPD) results for the molecule C6H5ClF3N at a distorted geometry.

Each line ends with the natural charge from an NBO analysis.
Atoms and positions in Å:
F1 -2.78323 1.62221 -0.00907  -0.320
N1 1.52659 -1.17416 -0.56612  -0.439
C1 1.15708 -1.86863 0.38973  0.125
C2 -0.92114 0.28823 -0.48282  -0.314
C3 -2.41451 0.34490 -0.03626  0.964
H1 1.15426 -1.42470 1.43892  0.197
C4 2.09910 0.05809 -0.29832  0.018
Cl1 0.44887 -3.43615 0.05270  0.005
H2 -0.65661 -0.41731 -1.26010  0.237
F2 -2.65475 -0.25220 1.14810  -0.321
H3 3.14403 0.12377 -0.04342  0.211
H4 -0.34664 2.06619 0.57182  0.225
C5 -0.02019 1.14005 0.00505  -0.189
H5 2.04262 2.02376 0.21465  0.228
C6 1.42077 1.18896 -0.17088  -0.294
F3 -3.19622 -0.28302 -0.95398  -0.332

Summary:
Highest occupied orbital energy   -9.153 eV
E   -1046.1159 Eh
LUMO   0.310 eV
SMILES   FC(F)(F)/C=C/C=C\N=C\Cl